Record 1
{"formula": "CH2F3OPS", "method": "ωB97M-V with the def2-TZVPD basis set", "species": ["C", "O", "F", "F", "F", "P", "S", "H", "H"], "coordinates": [[1.20112, 0.67627, 0.27149], [-2.60461, -0.52751, -1.87884], [1.12754, 1.69283, -0.61425], [2.40762, 0.17480, 0.30468], [0.92545, 1.26717, 1.48875], [-0.27190, -0.55463, -0.10718], [-1.95989, -1.63601, -1.21042], [0.10433, -1.32998, 1.06514], [-0.92967, 0.23706, 0.68062]], "forces_ev_per_a": [[-1.6393, 0.8916, 0.1289], [-1.3868, 1.6117, -1.1386], [0.4790, -0.2485, -0.0812], [0.6996, -0.1281, -0.0432], [0.5069, -0.6574, -0.5700], [2.8235, -1.6758, 0.6196], [1.1295, -1.6580, 0.8411], [-0.2402, -0.1028, -1.0262], [-2.3721, 1.9673, 1.2696]], "e_above_lowest_kj_mol": 315.0, "homo_energy_ev": [-8.22, -8.87], "energy_ha": -1153.567082, "orbital_gap_ev": [6.70, 7.11]}

Record 2
{"formula": "C4H9NO", "method": "ωB97M-V with the def2-TZVPD basis set", "species": ["C", "C", "C", "C", "N", "H", "H", "H", "H", "H", "H", "H", "O", "H", "H"], "coordinates": [[1.08409, 1.43842, -0.84660], [1.06057, 0.25534, -0.23290], [0.04737, -0.81339, -0.50507], [-0.65822, -1.65277, 0.48870], [-1.37939, -0.61238, -0.25153], [1.93962, 2.10018, -0.74977], [0.25038, 1.78393, -1.45531], [1.87041, -0.02788, 0.43698], [0.29879, -1.32059, -1.43494], [-0.56096, -1.46013, 1.55347], [-0.83182, -2.69478, 0.21989], [-1.93947, -1.01656, -0.99800], [-0.33932, 1.29179, 1.66146], [0.19710, 1.79171, 1.02760], [-1.03914, 0.93711, 1.08599]], "forces_ev_per_a": [[0.1718, -0.3354, -0.2223], [0.2826, 0.0098, -0.4595], [0.2242, -0.0462, -0.1776], [0.1087, -0.1788, 0.1660], [-0.1594, 0.0895, -0.2040], [-0.1860, 0.0151, 0.1374], [0.1780, -0.1573, -0.0721], [-0.0161, 0.0324, -0.1805], [-0.1302, -0.0833, 0.0525], [0.0935, 0.0635, -0.1829], [-0.0096, 0.2438, 0.0614], [0.0772, 0.1347, 0.1450], [-0.4031, 0.3928, 0.2253], [-0.2379, -0.1577, 0.5433], [0.0064, -0.0228, 0.1679]], "e_above_lowest_kj_mol": 277.5, "smiles": "C=C[C@H]1CN1.O", "homo_energy_ev": -9.58, "energy_ha": -287.726773, "orbital_gap_ev": 10.50}

Record 3
{"formula": "C25H41Br6F16O13P2", "method": "ωB97M-V with the def2-TZVPD basis set", "species": ["O", "C", "O", "O", "H", "C", "C", "O", "P", "O", "O", "C", "C", "O", "C", "C", "H", "H", "H", "H", "H", "H", "H", "H", "H", "H", "H", "H", "H", "H", "H", "C", "C", "O", "P", "O", "O", "C", "C", "O", "C", "C", "H", "H", "H", "H", "H", "H", "H", "H", "H", "H", "H", "H", "H", "H", "H", "C", "C", "C", "F", "F", "F", "F", "O", "C", "C", "F", "F", "F", "F", "H", "H", "H", "H", "C", "C", "C", "F", "F", "F", "F", "O", "C", "C", "F", "F", "F", "F", "H", "H", "H", "H", "C", "Br", "Br", "Br", "H", "C", "Br", "Br", "Br", "H"], "coordinates": [[0.22044, 1.05379, 1.12815], [-0.12551, 1.99224, 2.01487], [-1.33378, 2.13049, 2.38805], [0.71302, 2.87972, 2.39484], [1.15337, 1.27998, 1.11870], [-7.29049, 9.87024, -0.58555], [-6.16019, 8.88116, -0.64649], [-6.53895, 7.82441, -1.37369], [-5.90068, 6.35325, -0.98230], [-5.41938, 6.08749, 0.42499], [-7.05481, 5.30048, -1.49166], [-7.56025, 5.19042, -2.83045], [-8.77014, 6.02659, -3.03061], [-4.74918, 6.15786, -2.15520], [-3.70075, 5.32336, -1.84693], [-2.87978, 4.99092, -3.09645], [-8.17705, 9.30736, -0.29356], [-7.19785, 10.53582, 0.27266], [-7.41426, 10.39213, -1.53445], [-5.22500, 9.23406, -1.08122], [-5.93268, 8.55185, 0.36736], [-6.71532, 5.44285, -3.47114], [-7.77277, 4.13526, -3.00239], [-9.36582, 6.08900, -2.11992], [-8.27515, 6.98933, -3.15798], [-9.35803, 5.81742, -3.92433], [-3.02772, 5.80082, -1.13478], [-4.00925, 4.35961, -1.44182], [-3.37794, 4.23863, -3.70799], [-2.72110, 5.90106, -3.67487], [-1.89454, 4.58232, -2.87185], [1.43933, -3.01141, -5.03107], [2.77387, -3.56683, -5.46483], [2.83372, -3.96464, -6.78645], [3.86586, -5.22591, -7.09429], [3.74976, -5.91796, -8.39769], [5.30737, -4.63841, -6.71369], [6.51547, -5.14833, -7.26785], [6.89859, -4.27113, -8.47211], [3.50759, -6.27181, -5.87884], [4.36354, -7.42777, -5.69669], [4.18877, -7.96574, -4.28744], [1.63249, -2.79300, -3.98079], [1.23018, -2.07810, -5.55383], [0.58723, -3.68545, -5.11880], [3.58877, -2.85805, -5.31767], [3.05406, -4.33865, -4.74797], [7.28718, -5.14999, -6.49807], [6.39409, -6.19002, -7.56492], [7.68770, -4.76362, -9.04031], [6.03592, -4.13895, -9.12514], [7.25546, -3.29708, -8.13749], [4.07303, -8.25850, -6.33980], [5.40358, -7.19831, -5.92858], [4.64645, -7.36193, -3.50384], [3.16141, -8.20686, -4.01453], [4.69287, -8.92622, -4.18034], [-3.99362, -3.03141, 0.35958], [-3.76086, -4.37320, 1.11569], [-3.65954, -5.56305, 0.12128], [-4.77150, -5.88451, -0.56740], [-2.66553, -5.36045, -0.74812], [-2.59577, -4.25585, 1.69611], [-4.66271, -4.58980, 2.03427], [-5.10576, -3.09490, -0.53816], [-5.23410, -1.97992, -1.43594], [-6.35828, -2.34104, -2.42860], [-7.50891, -2.66385, -1.88404], [-6.67659, -1.48143, -3.37777], [-5.40362, -0.82776, -0.73558], [-4.10191, -1.85404, -2.06837], [-3.11052, -2.85310, -0.25397], [-4.18160, -2.23596, 1.08069], [-3.29587, -6.46510, 0.61337], [-6.00487, -3.22389, -2.96130], [4.52412, 1.61291, 11.85637], [4.49675, 0.36944, 12.79219], [3.06751, -0.05348, 13.18486], [2.55384, 0.83071, 14.10089], [2.18368, -0.12240, 12.18088], [5.23975, -0.59018, 12.22777], [5.17430, 0.55270, 13.86107], [3.83909, 1.57969, 10.56913], [4.61463, 1.37469, 9.37096], [3.60357, 0.91526, 8.27733], [4.23200, 0.65892, 7.07813], [2.78946, -0.02777, 8.71817], [5.22506, 2.51220, 9.04049], [5.61322, 0.45418, 9.56575], [5.56106, 1.94402, 11.79966], [4.07874, 2.47636, 12.35053], [3.15455, -1.01205, 13.69638], [2.95522, 1.73122, 7.95802], [4.95697, -4.03816, 2.14357], [3.59501, -3.97686, 3.64178], [6.73965, -3.50452, 2.79252], [4.30983, -2.97274, 0.60668], [4.99629, -5.06967, 1.79352], [5.75905, 4.12799, 0.06192], [5.00727, 3.13945, -1.43093], [6.43829, 5.85979, -0.59845], [7.10698, 2.96085, 1.03771], [4.96253, 4.28115, 0.79007]], "forces_ev_per_a": [[0.7258, -0.8870, -0.3927], [-3.5705, 5.0785, 3.1256], [0.8964, -2.0004, -1.1003], [1.3015, -1.8620, -1.1056], [0.7133, -0.3609, -0.5740], [-0.1819, 0.0333, 0.4622], [1.4480, 2.3075, 2.2347], [-0.5367, -5.2967, -1.5916], [0.1383, -1.4762, -0.2380], [-1.3539, 1.0451, -3.0927], [0.9215, 1.2533, 1.3606], [0.9585, -1.4308, -0.0273], [0.6039, 1.6095, 0.0228], [-2.8557, 1.7343, 0.8470], [2.8010, -1.8082, 0.1021], [-0.2626, 0.2729, -0.2042], [-0.2405, -0.1083, -0.5341], [0.4648, 0.4500, -0.3419], [-0.2612, 0.1000, 0.2021], [0.0564, 0.7439, 0.1223], [0.1524, 0.1422, 0.2357], [-0.2865, 0.1326, -0.4396], [0.1228, -0.1605, 0.3188], [-0.1556, -0.2689, -0.1872], [-0.8703, 0.6583, -0.0862], [0.0844, -0.2555, 0.1609], [-0.1682, -0.0200, 0.2436], [-0.3187, 0.1483, 0.3898], [-0.1557, 0.1627, -0.1567], [-0.0347, -0.0106, -0.1696], [-0.0947, 0.0467, 0.3993], [0.5375, 0.4899, -0.0798], [0.5134, 0.6938, 2.2589], [1.5953, -3.2294, -2.1879], [-1.3757, -0.6861, 0.4183], [0.2962, 1.2337, 0.8139], [-1.0221, 0.0404, 0.4451], [0.3789, 0.1678, -1.1320], [0.1094, -0.4934, 0.4640], [0.6534, 0.6630, -0.7093], [-0.5848, -0.3958, 0.4408], [0.4976, -0.2449, 0.5855], [-0.5125, 0.2154, 0.1349], [-0.1837, -0.0164, 0.0451], [0.2444, -0.1380, -0.0747], [-0.2292, 0.6547, 0.0657], [-0.2222, -0.5430, -0.3248], [-0.1518, 0.2924, 0.1490], [-0.1709, 0.0336, -0.2162], [0.0763, 0.0693, -0.0343], [0.0199, -0.0667, 0.0523], [-0.0607, -0.0066, -0.0271], [-0.2432, 0.3892, -0.5533], [-0.0127, 0.1690, 0.2158], [-0.2444, 0.3888, -0.1117], [-0.1526, 0.4587, -0.2598], [0.2393, -0.1329, -0.3683], [-0.1279, 0.1267, -0.3098], [-0.9604, 1.3315, -3.8158], [0.5311, -1.6703, 0.9858], [-0.3250, 0.5268, 0.1995], [0.5934, 1.1533, -1.1281], [1.9845, -0.0626, 1.0303], [-1.5579, -0.6300, 1.2062], [-1.1391, 0.8621, -1.0520], [-0.4466, -0.9985, 2.9720], [0.7415, -2.0380, -0.8692], [-1.2433, -0.3292, 1.8306], [0.6129, 2.1095, -0.7444], [-0.4664, -0.4450, -0.3672], [1.3613, 0.3998, -1.5295], [0.2434, 0.1385, 0.4566], [0.3776, -0.0283, 0.1417], [-0.5981, -0.1170, 0.8262], [0.4420, -0.2851, 0.1743], [0.0925, 1.3376, -0.2008], [-1.4894, 0.8461, -3.6320], [-0.1473, -0.7599, 0.9445], [0.5194, 0.0646, -0.4069], [0.4401, -0.0067, -0.2669], [-0.6709, -1.7927, -1.6949], [1.1140, 2.0411, 3.8643], [1.6048, -1.0655, -0.6064], [-0.5914, -0.9506, 1.9791], [-0.3297, 2.6025, -1.3065], [0.2593, -1.0795, 1.1830], [0.4458, -1.3849, 0.0255], [-0.0390, 0.1539, -0.2810], [-0.8396, 0.4947, -0.0853], [0.2604, -0.4548, -0.4995], [-0.4518, -0.3161, 0.3261], [-0.2278, -0.2725, -0.0843], [0.0476, 0.5359, 0.7225], [-0.6952, 0.4815, 0.4114], [1.1282, -0.0460, -1.1698], [-1.0360, -0.2545, -0.4482], [0.5064, -0.4944, 0.9409], [0.0936, 0.3236, 0.2627], [0.4930, -0.5791, -0.0374], [0.1987, 0.2023, 0.4414], [-0.1612, -0.9806, 0.6600], [-0.8423, 1.1456, -0.8150], [0.2582, 0.1846, -0.2297]], "homo_energy_ev": -3.56, "charge": -1, "energy_ha": -19680.111318, "orbital_gap_ev": 4.64}

Record 4
{"formula": "C33H22BrF5N3O5STi", "method": "ωB97M-V with the def2-TZVPD basis set", "species": ["Ti", "Br", "C", "C", "C", "C", "O", "C", "C", "N", "C", "C", "C", "C", "C", "C", "C", "C", "N", "C", "C", "H", "H", "H", "H", "H", "H", "H", "H", "H", "H", "O", "N", "O", "O", "C", "C", "C", "C", "C", "C", "C", "C", "C", "C", "H", "H", "H", "H", "H", "H", "H", "H", "H", "H", "H", "H", "F", "C", "C", "F", "C", "F", "C", "O", "C", "F", "C", "F", "S", "C"], "coordinates": [[-1.00981, -0.79033, 1.15207], [1.56552, 5.96012, 2.02257], [0.62181, 4.29199, 2.12378], [0.42785, 3.70417, 3.36404], [-0.25823, 2.49216, 3.41452], [-0.74634, 1.85855, 2.27462], [-1.37606, 0.70272, 2.38411], [-0.55067, 2.49671, 1.00151], [-1.13564, 1.96992, -0.18076], [-1.77889, 0.78337, -0.17519], [-2.85577, 0.56274, -0.96640], [-3.12927, 1.14793, -2.19752], [-4.33019, 0.86665, -2.87264], [-5.28866, 0.04146, -2.34516], [-5.06546, -0.54960, -1.07214], [-5.98774, -1.40087, -0.42709], [-5.69875, -1.90734, 0.80864], [-4.47299, -1.56978, 1.41636], [-3.58898, -0.79538, 0.84030], [-3.86016, -0.29435, -0.39156], [0.15138, 3.71757, 0.96325], [0.81187, 4.16589, 4.26320], [-0.41756, 1.99539, 4.36494], [-1.20657, 2.62644, -1.04585], [-2.39758, 1.79847, -2.65759], [-4.49637, 1.31765, -3.84555], [-6.20727, -0.16863, -2.88064], [-6.91941, -1.64547, -0.92766], [-6.38744, -2.56624, 1.32225], [-4.20118, -1.96689, 2.38639], [0.31255, 4.20109, 0.00732], [0.06664, -2.73289, 1.88978], [-0.96175, -3.10764, 2.48077], [-1.11016, -4.21555, 2.95218], [-1.88597, -2.22186, 2.56223], [0.86800, 0.76720, -3.22853], [1.52083, -0.27741, -2.30038], [2.08082, 0.45376, -1.09291], [0.46286, -1.29827, -1.91450], [2.62381, -1.02541, -3.05655], [3.84026, -1.35411, -2.45992], [4.81552, -2.06636, -3.14583], [4.60259, -2.47518, -4.45407], [3.39518, -2.16312, -5.06345], [2.42609, -1.45022, -4.37231], [0.16333, 1.35150, -2.63566], [0.30520, 0.30465, -4.04056], [1.61776, 1.44188, -3.65681], [1.30231, 1.04505, -0.61400], [2.89823, 1.12191, -1.38321], [2.43337, -0.24353, -0.33991], [0.22419, -1.97619, -2.73905], [4.03106, -1.05504, -1.43896], [5.74830, -2.30535, -2.64795], [5.36280, -3.03210, -4.98904], [3.20281, -2.47847, -6.08287], [1.48955, -1.22947, -4.86749], [4.14081, 0.34535, 6.00025], [3.32670, 0.21901, 4.92953], [3.69225, 0.71318, 3.69246], [4.87231, 1.34691, 3.55479], [2.86039, 0.56410, 2.60217], [3.26894, 1.10971, 1.44635], [1.60890, -0.09285, 2.65299], [0.87652, -0.18065, 1.59208], [1.27477, -0.56021, 3.94020], [0.09528, -1.15417, 4.16432], [2.10651, -0.41657, 5.03580], [1.71827, -0.89842, 6.23125], [-1.60859, -2.41681, -0.51815], [-0.28072, -1.40247, -0.80912]], "forces_ev_per_a": [[-0.3270, 0.3257, -1.0771], [-0.0167, -0.0282, -0.0032], [0.0007, 0.0012, 0.0130], [0.0013, 0.0041, -0.0667], [0.0079, 0.0537, 0.1246], [-0.0604, -0.0806, 0.0042], [-0.0351, 0.0523, 0.1567], [-0.0413, -0.0889, -0.0780], [0.0153, 0.0616, 0.1193], [0.1305, -0.0891, 0.2861], [-0.0360, -0.0016, 0.0430], [-0.0712, 0.0030, -0.0621], [0.0713, 0.0195, 0.0337], [-0.0049, -0.0230, 0.0372], [-0.0263, -0.0019, -0.0160], [-0.0252, 0.0176, -0.0433], [0.0046, -0.0034, 0.0359], [-0.0314, 0.0544, 0.0142], [0.0169, -0.0403, -0.0444], [0.0416, 0.0255, 0.0464], [0.0271, 0.0315, 0.0368], [-0.0002, -0.0014, 0.0031], [-0.0052, 0.0035, -0.0081], [0.0117, -0.0006, -0.0012], [-0.0055, 0.0066, -0.0085], [0.0111, 0.0052, -0.0003], [-0.0054, -0.0107, 0.0103], [0.0024, -0.0046, 0.0042], [0.0064, 0.0016, 0.0067], [-0.0075, -0.0139, -0.0063], [0.0061, 0.0047, 0.0008], [0.0896, -0.0354, -0.0258], [-0.3163, 0.1497, 0.3849], [0.0563, 0.0180, -0.0052], [0.3347, -0.0935, -0.2324], [0.0296, 0.0132, 0.0246], [0.0113, -0.0017, -0.0157], [0.0210, -0.0168, -0.0115], [-0.1432, -0.0666, -0.1327], [-0.0414, 0.0049, 0.0082], [0.0303, 0.0054, -0.0057], [-0.0018, -0.0056, -0.0100], [-0.0110, 0.0090, 0.0079], [-0.0024, 0.0068, 0.0170], [0.0089, -0.0224, -0.0181], [-0.0063, -0.0014, -0.0114], [-0.0001, -0.0061, -0.0106], [-0.0036, 0.0045, 0.0010], [-0.0061, -0.0200, -0.0131], [-0.0009, 0.0049, 0.0096], [0.0063, 0.0064, -0.0018], [-0.0148, 0.0050, 0.0132], [-0.0069, 0.0026, 0.0025], [0.0008, -0.0006, 0.0013], [0.0027, -0.0011, -0.0005], [0.0011, -0.0010, -0.0023], [-0.0062, 0.0046, 0.0031], [0.0143, 0.0050, 0.0001], [-0.0416, -0.0247, 0.0115], [-0.0306, -0.0082, -0.0433], [0.0060, 0.0053, 0.0113], [0.0522, 0.0449, 0.0591], [0.0004, 0.0121, 0.0030], [-0.0189, 0.2525, -0.0873], [0.2022, -0.3985, 0.0840], [-0.0218, -0.0753, 0.0853], [-0.0255, 0.0008, -0.0213], [0.0359, 0.0293, -0.0330], [-0.0004, 0.0001, 0.0211], [-0.1042, -0.3291, -0.0731], [0.2449, 0.2398, 0.4452]], "e_above_lowest_kj_mol": 63.1, "homo_energy_ev": [-0.23, -1.77], "charge": -2, "s_squared": 0.79, "energy_ha": -6132.237439, "spin_multiplicity": 2, "orbital_gap_ev": [4.39, 5.93]}

Record 5
{"formula": "C9H8Cl2FNOS", "method": "ωB97M-V with the def2-TZVPD basis set", "species": ["C", "C", "C", "C", "C", "C", "C", "C", "C", "N", "O", "F", "S", "Cl", "Cl", "H", "H", "H", "H", "H", "H", "H", "H"], "coordinates": [[1.27426, 3.34467, 0.39680], [1.30599, 2.17112, 1.19916], [0.59758, 3.44190, -0.79929], [0.40667, 1.15774, 0.93823], [-0.31082, 2.35250, -1.11577], [-0.37790, 1.34849, -0.19519], [-1.74229, -2.47750, -0.15657], [-2.02606, -3.86911, -0.69534], [-3.43038, 0.48314, 0.21319], [-2.24829, -1.59697, -1.02071], [-1.21404, -2.20241, 0.87861], [-2.76215, 0.61923, 1.40140], [-2.12092, -0.02490, -1.07323], [-4.14992, 2.08285, -0.14158], [-4.64213, -0.70774, 0.29869], [1.93648, 4.19172, 0.55411], [2.06964, 2.11966, 2.00838], [0.66522, 4.29910, -1.30975], [0.36157, 0.29908, 1.54669], [-0.95127, 2.37030, -1.90820], [-3.03210, -4.21048, -0.41548], [-1.27986, -4.57808, -0.31218], [-2.11742, -3.62616, -1.78686]], "forces_ev_per_a": [[1.1476, -0.2679, -0.4991], [0.4531, 1.3198, 0.0230], [-1.9139, -4.7226, 2.5184], [-0.0521, 0.6439, -0.8538], [2.3073, 1.2825, 2.6122], [-1.6044, -1.6225, -0.8570], [-0.9665, -1.3193, 0.1548], [-0.2638, 0.5337, -0.5356], [1.2866, 1.3860, 0.6386], [0.1612, 2.2815, -2.2864], [1.3104, 0.2280, 1.7309], [-0.6761, -0.2806, -0.2968], [0.8425, 0.7497, 1.1299], [0.3878, -0.3295, -0.1987], [-0.5964, -0.5616, 0.2697], [0.0926, -0.2819, 0.6429], [-0.9694, -0.1090, -0.5422], [0.0850, 2.8604, -2.2665], [-0.2296, -0.9529, 0.4618], [-1.4676, 0.1369, -2.2338], [0.2545, 0.1894, 0.2732], [-0.2057, 0.1287, -0.6417], [0.6169, -1.2929, 0.7562]], "e_above_lowest_kj_mol": 81.1, "homo_energy_ev": [-8.96, -8.95], "energy_ha": -1896.042501, "orbital_gap_ev": [8.15, 8.15]}